70
Properties=species:S:1:pos:R:3:mulliken_charge:R:1 method="wB97M-V/def2-TZVPD" molar_mass_g_mol=738.24 e_homo_ev="-12.64 / -12.64" fmax_ev_per_a=2.21 orbital_gap_ev="5.648 / 6.432" spin_multiplicity=3 charge=+2 s_squared=2.035 lumo_energy_ev="-6.989 / -6.205"
V 0.232 0.685 -0.954 -0.353
Cl 0.773 2.983 -0.912 -0.087
C -0.720 3.872 -0.935 0.781
C -0.686 5.253 -0.942 -0.841
C -1.889 5.939 -0.983 -0.475
C -3.091 5.251 -1.023 -0.600
C -3.104 3.865 -1.015 0.191
Cl -4.600 3.017 -1.066 -0.182
C -1.905 3.145 -0.965 0.181
S -1.901 1.388 -0.951 -0.259
H 0.260 5.777 -0.913 0.490
H -1.888 7.020 -0.991 0.424
H -4.025 5.795 -1.056 0.459
C 2.071 -2.336 -2.002 -1.335
As 0.575 -1.748 -0.903 1.223
C -0.769 -3.028 -1.500 -1.339
C 1.256 -2.488 0.792 -1.931
C 0.526 -2.163 2.110 2.662
C -0.989 -2.318 1.922 -1.564
C 0.872 -0.747 2.583 -1.446
As 0.202 0.760 1.507 1.476
C 1.136 2.204 2.426 -1.325
C -1.560 1.047 2.289 -1.391
C 1.048 -3.172 3.147 -2.010
As 0.643 -3.199 5.113 0.323
C -1.212 -2.556 5.240 -0.930
C 1.550 -1.570 5.742 -1.058
H 2.280 -3.379 -1.771 0.513
H 2.955 -1.739 -1.786 0.384
H 1.840 -2.256 -3.064 0.409
H -0.415 -4.039 -1.312 0.456
H -0.915 -2.894 -2.572 0.461
H -1.720 -2.875 -0.997 0.384
H 2.297 -2.156 0.850 0.523
H 1.279 -3.570 0.640 0.601
H -1.339 -1.679 1.102 0.069
H -1.527 -2.037 2.824 0.244
H -1.238 -3.353 1.682 0.390
H 1.957 -0.632 2.660 0.603
H 0.455 -0.588 3.578 -0.156
H 1.038 2.052 3.499 0.416
H 0.684 3.158 2.160 0.403
H 2.192 2.220 2.162 0.415
H -1.484 0.993 3.375 0.436
H -2.279 0.313 1.937 0.432
H -1.909 2.037 2.000 0.432
H 2.144 -3.162 3.136 0.546
H 0.758 -4.175 2.820 0.529
H -1.880 -3.236 4.714 0.326
H -1.345 -1.538 4.871 0.133
H -1.483 -2.574 6.295 0.427
H 2.566 -1.536 5.349 0.308
H 1.618 -1.632 6.827 0.433
H 1.027 -0.647 5.488 0.268
C 3.099 0.818 -4.785 -1.064
N 1.673 0.544 -4.575 0.186
C 0.840 0.339 -5.631 -0.374
C -0.484 0.119 -5.468 -1.117
C -1.000 0.114 -4.141 0.807
N -0.155 0.297 -3.114 0.427
C 1.146 0.521 -3.314 0.465
O 1.848 0.696 -2.286 -1.006
N -2.285 -0.088 -3.886 -0.229
H 3.525 0.062 -5.442 0.404
H 3.607 0.791 -3.828 0.316
H 3.235 1.799 -5.237 0.373
H 1.303 0.363 -6.608 0.488
H -1.133 -0.032 -6.317 0.469
H -2.943 -0.181 -4.642 0.264
H -2.634 0.087 -2.955 0.121